Record 1
2 unconnected molecules or ions with the total composition C2H3N3O2 in a non-equilibrium geometry, computed with wB97M-V/def2-TZVPD.

XYZ file:
```
10
Properties=species:S:1:pos:R:3
O 0.52 1.98 0.29
O 0.30 -1.66 1.22
N 0.00 -0.98 -2.26
N -0.34 1.50 2.38
N -0.35 -0.90 -0.90
C 0.08 1.66 1.30
C 0.10 -1.36 0.11
H 1.02 -1.04 -2.50
H -0.35 -0.08 -2.57
H -0.97 0.88 2.94
```

Properties
LUMO level (eV): 0.385
Relative energy (zero: lowest compared OMol25 entry of this formula, charge and spin) (kcal/mol): 52.10
SMILES: NN=C=O.N=C=O
E (eV): -10686.198
Kohn-Sham gap (eV): 9.71

And the Mulliken charges, in e, turn out to be:
1 O -0.41
2 O -0.44
3 N -0.51
4 N -0.39
5 N -0.09
6 C 0.48
7 C 0.50
8 H 0.26
9 H 0.28
10 H 0.32

---

Record 2
A molecular structure, C4H5CsO2 in a non-equilibrium geometry, computed with wB97M-V/def2-TZVPD.

XYZ file:
```
12
Properties=species:S:1:pos:R:3
Cs 1.02 -0.09 -2.60
O 0.87 0.46 1.28
O -2.90 -1.42 2.31
C -1.09 0.59 2.48
C -0.05 1.19 1.72
C -0.70 -0.75 3.08
C -1.59 -1.12 2.04
H -1.14 -0.84 4.08
H -1.16 -1.94 1.46
H 0.54 -0.77 2.41
H -3.16 -2.22 1.85
H -1.73 1.24 3.07
```

Properties
LUMO level (alpha / beta) (eV): -3.879 / -3.921
⟨S²⟩: 0.7550
Relative energy (zero: lowest compared OMol25 entry of this formula, charge and spin) (kcal/mol): 66.81
Total charge: +1
E (eV): -8860.482
Kohn-Sham gap (alpha / beta) (eV): 7.70 / 7.97
Multiplicity: 2

And the Mulliken charges, in e, turn out to be:
1 Cs 0.99
2 O -0.50
3 O -0.45
4 C -0.34
5 C 0.12
6 C -0.44
7 C 0.05
8 H 0.28
9 H 0.25
10 H 0.28
11 H 0.35
12 H 0.41

---

Record 3
A molecular structure, C30H35N6O7PdS5 in a non-equilibrium geometry, computed with wB97M-V/def2-TZVPD.

XYZ file:
```
84
Properties=species:S:1:pos:R:3
Pd 6.40 -18.14 11.49
S 4.82 -17.07 10.25
S 10.49 -19.45 7.59
S 2.03 -17.03 6.33
S 5.05 -19.45 14.23
S 9.05 -19.22 13.02
O 9.56 -17.84 13.03
O 9.89 -20.21 8.68
O 4.88 -19.89 8.39
O 1.99 -15.57 6.42
O 1.80 -17.72 5.07
O 7.16 -19.82 8.15
O 9.55 -20.18 12.06
N 6.38 -16.10 11.92
N 5.82 -19.97 10.77
N 5.66 -14.46 10.33
N 7.37 -19.16 12.94
N 6.69 -21.15 10.72
N 3.53 -17.56 6.78
C 4.36 -18.38 5.95
C 7.00 -15.18 12.66
C 9.93 -20.78 16.67
C -1.49 -17.58 8.07
C 1.03 -18.77 8.26
C 6.71 -19.63 14.01
C 11.35 -18.12 8.51
C 11.89 -20.51 7.18
C 10.13 -20.18 15.41
C 5.65 -15.66 10.87
C -0.08 -19.34 8.92
C -1.35 -18.79 8.81
C 9.05 -19.92 14.64
C -0.36 -17.05 7.42
C 11.64 -16.98 10.61
C 5.93 -12.09 10.67
C 8.69 -21.02 17.12
C 6.25 -13.48 11.14
C 6.92 -13.87 12.32
C 7.59 -20.75 16.30
C 6.00 -19.59 7.77
C 11.81 -16.97 7.85
C -2.58 -19.53 9.32
C 5.78 -18.76 6.50
C 0.91 -17.60 7.54
C 12.06 -15.82 8.53
C 7.73 -20.16 15.02
C 12.01 -14.56 10.81
C 11.25 -18.13 9.90
C 11.92 -15.79 9.96
H 3.74 -17.57 7.79
H 7.39 -21.00 11.46
H 6.39 -17.87 6.63
H -3.46 -18.86 9.19
H 6.59 -21.05 16.59
H 10.84 -19.03 10.38
H 12.66 -13.85 10.27
H 6.65 -11.82 9.86
H 4.59 -17.70 5.08
H 0.14 -20.15 9.63
H 8.59 -21.52 18.11
H 7.49 -13.09 12.85
H 12.35 -14.84 8.01
H -0.45 -16.07 6.92
H 11.02 -14.13 10.97
H 6.24 -19.25 5.58
H 11.90 -21.32 7.91
H 11.80 -20.90 6.14
H -2.46 -17.10 7.88
H 11.86 -16.92 6.76
H 3.87 -19.21 5.45
H 4.95 -12.15 10.17
H 7.51 -15.55 13.56
H 5.88 -11.30 11.41
H 12.88 -19.95 7.19
H 5.37 -19.90 9.76
H 7.26 -20.96 9.87
H 1.94 -19.29 8.30
H 11.58 -17.03 11.70
H 12.36 -14.72 11.80
H -2.83 -20.39 8.73
H 11.10 -20.02 14.95
H 5.06 -20.14 11.43
H -2.40 -19.95 10.32
H 10.81 -20.94 17.27
```

Properties
LUMO level (alpha / beta) (eV): 1.860 / 0.601
⟨S²⟩: 2.0091
Relative energy (zero: lowest compared OMol25 entry of this formula, charge and spin) (kcal/mol): 63.39
Total charge: -1
E (eV): -112604.325
Kohn-Sham gap (alpha / beta) (eV): 5.35 / 6.18
Multiplicity: 3

And the Mulliken charges, in e, turn out to be:
1 Pd 0.53
2 S -0.28
3 S 0.51
4 S 1.22
5 S -0.38
6 S 0.97
7 O -0.56
8 O -0.43
9 O -0.76
10 O -0.68
11 O -0.66
12 O -0.60
13 O -0.60
14 N -0.15
15 N -0.02
16 N -0.50
17 N 0.21
18 N -0.88
19 N 0.00
20 C -0.57
21 C 0.02
22 C -0.52
23 C -0.75
24 C -0.17
25 C -0.04
26 C 0.38
27 C -0.94
28 C -0.46
29 C 0.35
30 C -0.77
31 C 0.96
32 C 0.38
33 C -0.71
34 C -0.68
35 C -1.13
36 C -0.55
37 C 0.87
38 C -1.15
39 C -0.46
40 C 0.48
41 C -0.36
42 C -1.31
43 C -0.60
44 C 0.02
45 C -0.61
46 C -0.18
47 C -1.37
48 C -0.58
49 C 0.91
50 H 0.06
51 H 0.24
52 H 0.26
53 H 0.33
54 H 0.39
55 H 0.52
56 H 0.39
57 H 0.25
58 H 0.34
59 H 0.30
60 H 0.34
61 H 0.30
62 H 0.22
63 H 0.37
64 H 0.23
65 H 0.25
66 H 0.28
67 H 0.29
68 H 0.27
69 H 0.33
70 H 0.33
71 H 0.32
72 H 0.49
73 H 0.37
74 H 0.32
75 H 0.26
76 H 0.42
77 H 0.78
78 H 0.26
79 H 0.38
80 H 0.30
81 H 0.41
82 H 0.30
83 H 0.32
84 H 0.39

---

Record 4
A molecular structure, C24H13FN6O5S6Ta, computed with wB97M-V/def2-TZVPD.

XYZ file:
```
56
Properties=species:S:1:pos:R:3
Ta -0.49 0.58 -0.54
S -2.26 0.78 -2.22
S 0.80 1.59 -2.43
S 0.19 2.76 -5.14
S -0.52 -2.18 0.37
S -2.63 1.93 -5.00
S 0.99 -1.67 -3.37
F -1.22 6.49 1.82
O 2.36 -1.26 -3.34
O 0.17 -1.29 -4.47
O -0.08 0.46 1.58
O -1.57 3.20 -7.05
O 1.54 0.41 -0.18
N 1.17 0.29 1.89
N -3.98 -1.61 4.03
N 2.05 0.27 1.00
N 0.24 -1.33 -1.92
N -2.35 0.25 0.37
N -4.14 -0.49 1.83
C -1.64 4.17 1.92
C 2.69 -0.50 3.62
C 0.94 0.46 5.56
C 1.20 -5.74 -3.49
C -1.37 2.68 -5.99
C 1.51 0.13 3.28
C -0.32 5.09 0.15
C 1.33 -4.44 -3.96
C -0.33 1.94 -3.69
C 0.44 -3.68 -1.85
C 0.94 -3.43 -3.11
C 3.00 -0.64 4.96
C 2.13 -0.16 5.93
C -1.46 2.91 1.37
C -1.06 5.25 1.29
C -1.61 1.56 -3.63
C -3.17 -0.13 1.11
C -0.72 2.66 0.20
C 0.31 -4.97 -1.38
C -0.17 3.81 -0.38
C 0.70 -6.01 -2.22
C -4.01 -1.09 3.00
C 0.07 -2.40 -1.18
C 0.62 0.61 4.22
H -0.29 1.09 3.90
H 3.35 -0.88 2.84
H 1.71 -4.23 -4.95
H 0.26 0.82 6.31
H 0.41 3.72 -1.29
H 3.92 -1.14 5.25
H 2.37 -0.28 6.98
H 0.61 -7.03 -1.89
H 1.49 -6.57 -4.13
H -1.93 2.09 1.90
H 0.13 5.95 -0.33
H -0.08 -5.16 -0.39
H -2.23 4.32 2.82
```

Properties
LUMO level (eV): 1.285
Relative energy (zero: lowest compared OMol25 entry of this formula, charge and spin) (kcal/mol): 8.34
Total charge: -1
E (eV): -113559.637
Kohn-Sham gap (eV): 6.12

And the Mulliken charges, in e, turn out to be:
1 Ta 0.59
2 S -0.42
3 S -0.55
4 S -0.18
5 S -0.53
6 S -0.19
7 S 0.95
8 F -0.35
9 O -0.61
10 O -0.58
11 O -0.38
12 O -0.60
13 O -0.34
14 N 1.27
15 N -0.59
16 N -0.93
17 N -0.05
18 N -0.23
19 N -0.77
20 C -0.89
21 C -0.41
22 C -0.66
23 C -0.51
24 C 0.60
25 C 0.31
26 C -0.97
27 C -0.64
28 C 0.22
29 C 0.05
30 C 0.05
31 C -0.52
32 C -0.45
33 C -0.15
34 C 0.53
35 C 0.47
36 C 0.73
37 C 0.75
38 C -0.64
39 C -0.10
40 C -0.54
41 C 0.52
42 C 1.15
43 C -0.19
44 H 0.38
45 H 0.50
46 H 0.44
47 H 0.38
48 H 0.24
49 H 0.36
50 H 0.38
51 H 0.38
52 H 0.38
53 H 0.03
54 H 0.44
55 H 0.44
56 H 0.44

---

Record 5
C5H8N2 in the gas phase in a non-equilibrium geometry, computed with wB97M-V/def2-TZVPD.

XYZ file:
```
15
Properties=species:S:1:pos:R:3
N -0.12 -0.55 0.11
N -1.17 1.47 -0.68
C -0.06 0.70 -0.39
C 1.19 -1.02 0.21
C 2.05 -0.04 -0.15
C 1.25 1.14 -0.48
C -1.33 -1.24 0.44
H -1.73 1.83 0.08
H 1.09 1.90 0.28
H -0.91 2.23 -1.31
H 1.35 -2.04 0.54
H 3.13 -0.16 -0.20
H -2.13 -0.80 -0.15
H -1.22 -2.29 0.19
H -1.58 -1.15 1.51
```

Properties
LUMO level (eV): 0.852
Relative energy (zero: lowest compared OMol25 entry of this formula, charge and spin) (kcal/mol): 45.69
SMILES: Cn1cccc1N
E (eV): -8293.015
Kohn-Sham gap (eV): 8.60

And the Mulliken charges, in e, turn out to be:
1 N 0.18
2 N -0.57
3 C 0.55
4 C -0.35
5 C -0.48
6 C -0.68
7 C -1.00
8 H 0.21
9 H 0.11
10 H 0.28
11 H 0.36
12 H 0.39
13 H 0.38
14 H 0.34
15 H 0.27